1.
C18H16N8S3SbSe3TeTi | ωB97M-V/def2-TZVPD

```
51
Properties=species:S:1:pos:R:3:mulliken_charge:R:1
Ti 0.525 0.287 0.304 -0.038
N -2.293 -0.397 3.683 0.074
C -1.107 -0.360 3.056 -0.626
N -0.796 0.516 2.163 0.092
C -1.689 1.544 1.862 0.156
N -1.368 2.473 1.021 -1.172
N -0.136 2.218 0.469 1.197
C 0.457 3.095 -0.323 -0.856
C 1.798 2.778 -0.653 0.951
C 2.561 3.531 -1.573 -1.095
C 3.867 3.193 -1.784 -0.203
C 4.424 2.109 -1.069 -0.857
C 3.612 1.396 -0.221 0.094
N 2.323 1.690 -0.005 0.063
C -2.998 1.564 2.514 0.793
C -3.967 2.535 2.259 -0.206
C -5.192 2.483 2.894 -0.793
C -5.470 1.448 3.787 -0.330
C -4.524 0.477 4.052 -0.832
C -3.284 0.542 3.419 -0.096
H -2.486 -1.212 4.245 0.278
H -0.398 -1.133 3.334 0.494
H -0.034 4.006 -0.640 0.318
H 2.085 4.340 -2.111 0.384
H 4.466 3.745 -2.499 0.389
H 5.458 1.820 -1.194 0.385
H 3.982 0.534 0.323 0.305
H -3.729 3.309 1.542 0.496
H -5.939 3.239 2.693 0.382
H -6.435 1.401 4.276 0.373
H -4.736 -0.339 4.733 0.373
S -4.717 0.494 -2.894 -0.686
Sb -2.866 1.322 -1.871 0.614
S -1.428 2.517 -3.242 -0.781
S -1.656 -0.438 -0.832 -0.400
Se 0.343 -2.479 0.923 -0.083
Se -0.377 -3.647 2.810 -0.558
Te 2.611 -1.825 4.229 -0.417
Se 2.134 -0.964 1.919 -0.379
N -0.053 -0.119 -4.741 -0.316
C 0.698 -0.715 -3.773 0.130
C 0.877 -0.024 -2.547 0.617
N 1.565 -0.560 -1.564 0.374
C 2.143 -1.763 -1.772 -0.540
C 1.984 -2.399 -2.975 -0.429
N 1.246 -1.900 -3.979 -0.681
H -0.655 0.649 -4.438 -0.013
H -0.431 -0.740 -5.436 0.268
H 0.473 0.980 -2.442 -0.051
H 2.717 -2.178 -0.956 0.485
H 2.446 -3.365 -3.139 0.353
```

Calculated values
Energy relative to the best compared isomer or geometry (same formula, charge and spin)   1.092 eV
HOMO (alpha / beta)   -1.32 / -1.62 eV
Multiplicity   4
Net charge   -2
Expectation value of S²   3.785



2.
C22H34N2O4 | ωB97M-V/def2-TZVPD

```
62
Properties=species:S:1:pos:R:3:mulliken_charge:R:1
N 1.243 1.073 -0.385 -0.306
C -0.084 1.234 -0.457 -0.231
C -0.979 0.850 0.524 -0.305
C -0.431 0.100 1.560 0.038
C 0.928 -0.185 1.638 -0.697
C 1.719 0.351 0.636 -0.234
H -0.375 1.968 -1.204 0.232
H -2.024 1.117 0.482 0.576
H -1.111 -0.254 2.326 0.132
H 1.317 -0.793 2.440 0.410
H 2.792 0.196 0.620 0.389
N 7.699 -2.829 -1.380 -0.553
C 6.851 -1.855 -1.732 -0.356
C 5.731 -1.544 -0.984 -0.058
C 5.455 -2.332 0.144 -0.224
C 6.361 -3.280 0.545 -0.444
C 7.478 -3.509 -0.261 -0.217
H 7.043 -1.316 -2.650 0.374
H 5.051 -0.718 -1.137 0.392
H 4.514 -2.119 0.637 0.403
H 6.212 -3.771 1.498 0.342
H 8.295 -4.156 0.027 0.363
C 3.265 0.129 -3.365 -0.794
C 1.983 -0.355 -3.969 0.715
O 1.750 -0.106 -5.131 -0.583
C 1.011 -1.148 -3.132 -0.715
H 3.026 0.693 -2.450 0.229
H 3.752 0.931 -3.925 0.362
H 4.032 -0.614 -3.154 0.150
H 1.027 -0.804 -2.098 -0.026
H 1.279 -2.204 -3.154 0.361
H 0.020 -0.951 -3.536 0.261
C -1.375 4.247 -3.009 -1.047
C -1.561 3.294 -4.140 0.790
O -0.936 2.265 -4.227 -0.494
C -2.584 3.680 -5.195 -1.152
H -2.144 4.008 -2.274 0.263
H -1.400 5.274 -3.375 0.400
H -0.370 4.130 -2.602 0.273
H -2.831 2.767 -5.743 0.316
H -2.194 4.388 -5.923 0.311
H -3.509 4.030 -4.737 0.348
C -4.051 -3.327 4.041 -1.105
C -3.867 -2.635 2.720 0.812
O -3.431 -1.514 2.666 -0.534
C -4.159 -3.471 1.486 -1.125
H -5.106 -3.559 4.190 0.337
H -3.721 -2.617 4.804 0.270
H -3.405 -4.192 4.187 0.350
H -3.828 -4.493 1.655 0.348
H -3.685 -3.016 0.619 0.301
H -5.234 -3.513 1.294 0.318
C -2.627 2.167 3.570 -0.486
C -3.878 2.545 4.321 0.620
O -4.512 3.529 4.010 -0.567
C -4.292 1.660 5.470 -0.953
H -2.621 1.104 3.324 -0.123
H -1.754 2.532 4.119 0.349
H -2.518 2.693 2.618 0.330
H -3.599 0.833 5.631 0.257
H -5.209 1.164 5.137 0.262
H -4.433 2.221 6.388 0.345
```

Calculated values
SMILES string   c1ccncc1.c1ccncc1.CC(C)=O.CC(C)=O.CC(C)=O.CC(C)=O
Energy relative to the best compared isomer or geometry (same formula, charge and spin)   4.488 eV
HOMO   -9.04 eV
Multiplicity   1



3.
C17H13Br2N5O2PtS2 | ωB97M-V/def2-TZVPD

```
42
Properties=species:S:1:pos:R:3:mulliken_charge:R:1
Pt 0.250 -0.252 0.692 0.871
C -2.665 -0.570 1.732 -1.742
C -2.641 -0.537 0.244 1.050
C -3.847 -0.551 -0.458 -0.977
C -3.852 -0.568 -1.824 -0.701
C -2.628 -0.588 -2.507 0.973
C -2.565 -0.617 -3.955 0.419
Br -4.107 -0.645 -4.942 0.041
C -1.370 -0.607 -4.684 -0.529
C -0.185 -0.576 -4.016 -0.190
Br 1.409 -0.549 -4.888 0.125
C -0.127 -0.590 -2.500 0.639
O 0.936 -0.664 -1.963 -0.354
C -1.444 -0.552 -1.761 0.019
N -1.456 -0.493 -0.416 -0.287
H -3.472 -1.222 2.064 0.515
H -2.869 0.432 2.120 0.371
H -1.721 -0.911 2.149 0.284
H -4.772 -0.555 0.102 0.550
H -4.787 -0.572 -2.365 0.446
H -1.402 -0.619 -5.765 0.500
N 1.541 -4.318 0.302 -0.405
C 1.572 -3.026 0.618 1.138
O 0.495 -2.342 0.506 -0.933
C 2.808 -2.427 1.043 -0.366
C 4.074 -3.038 0.882 -0.207
N 5.097 -3.539 0.718 -0.366
C 2.571 -1.147 1.483 0.725
N 2.044 -0.145 1.793 -0.707
H 0.681 -4.728 -0.020 0.244
H 2.337 -4.912 0.469 0.210
S -0.350 1.937 0.820 -0.509
C 0.782 2.971 1.568 0.660
N 1.903 2.671 2.162 -0.057
C 2.677 3.758 2.768 -0.684
C 1.920 5.071 2.502 -0.439
S 0.406 4.654 1.572 -0.064
H 2.173 1.697 2.263 0.350
H 3.672 3.775 2.328 0.344
H 2.776 3.566 3.835 0.331
H 2.505 5.762 1.903 0.353
H 1.628 5.564 3.425 0.359
```

Calculated values
HOMO   -13.65 eV
Multiplicity   1
Net charge   +2



4.
C5H10O | ωB97M-V/def2-TZVPD

```
16
Properties=species:S:1:pos:R:3:mulliken_charge:R:1
C 0.131 -0.899 1.239 -1.100
C 0.692 0.382 0.617 -0.051
C -0.088 1.621 1.044 -1.207
C -0.928 -0.371 -1.742 0.783
O -1.829 0.149 -1.211 -0.364
C 0.074 -0.952 -2.365 -0.949
H 0.544 -1.808 0.785 0.298
H -0.962 -0.948 1.150 0.290
H 0.369 -0.926 2.307 0.399
H 1.752 0.482 0.877 0.360
H -1.159 1.489 0.850 0.255
H 0.244 2.508 0.495 0.316
H 0.038 1.812 2.114 0.374
H 1.000 -1.166 -1.848 0.289
H -0.053 -1.217 -3.403 0.287
H 0.697 0.344 -0.474 0.021
```

Calculated values
SMILES string   C=C=O.CCC
Energy relative to the best compared isomer or geometry (same formula, charge and spin)   1.300 eV
HOMO   -9.35 eV
Multiplicity   1



5.
C38H46BrIrN4O3PS | ωB97M-V/def2-TZVPD

```
95
Properties=species:S:1:pos:R:3:mulliken_charge:R:1
Ir -0.919 -1.159 0.394 1.926
Br -4.883 4.866 7.106 -0.168
C -5.467 4.288 5.402 0.088
C -5.329 2.949 5.054 -0.673
C -5.726 2.527 3.805 -0.200
C -6.245 3.450 2.867 0.282
C -6.420 4.790 3.261 -0.275
C -6.032 5.200 4.517 -0.364
N -6.569 3.090 1.600 -0.829
N -6.599 1.900 1.166 -0.160
C -5.644 1.057 0.824 -0.007
C -6.000 -0.297 0.578 -0.852
C -5.065 -1.306 0.565 -0.700
C -3.703 -1.001 0.699 0.470
O -2.746 -1.892 0.859 -0.586
C -3.317 0.356 0.646 0.630
N -1.973 0.575 0.536 -0.272
C -1.512 1.818 0.615 0.218
C -2.359 2.912 0.731 -1.257
C -3.729 2.714 0.784 -0.303
C -4.240 1.415 0.757 0.694
H -4.911 2.245 5.761 0.416
H -5.642 1.484 3.525 0.437
H -6.866 5.487 2.564 0.454
H -6.169 6.228 4.823 0.413
H -7.052 -0.527 0.486 0.456
H -5.366 -2.341 0.475 0.487
H -0.437 1.934 0.569 0.425
H -1.940 3.906 0.776 0.491
H -4.400 3.560 0.846 0.662
O -0.244 -2.955 1.034 -0.722
N -1.056 -3.976 0.741 0.581
C -1.272 -4.904 1.695 -0.252
C -2.029 -6.010 1.438 -0.834
C -2.568 -6.175 0.157 -0.201
C -2.367 -5.203 -0.793 -0.842
C -1.623 -4.056 -0.493 0.761
S -1.392 -2.765 -1.595 -0.368
H -0.803 -4.696 2.646 0.486
H -2.204 -6.727 2.224 0.446
H -3.154 -7.053 -0.076 0.432
H -2.798 -5.279 -1.780 0.464
O 0.940 -0.249 -0.131 -1.683
P 2.105 -0.171 -1.113 -0.561
C 3.599 0.463 -0.252 0.346
C 3.273 1.652 0.684 -0.590
C 3.228 1.217 2.148 -0.746
C 4.604 0.717 2.613 -0.839
C 5.343 -0.011 1.476 -1.084
C 4.341 -0.646 0.513 -0.819
C 2.470 -1.780 -1.934 1.031
C 2.582 -2.964 -0.963 -0.755
C 2.525 -4.297 -1.735 -0.662
C 3.135 -4.152 -3.138 -0.776
C 4.277 -3.143 -3.083 -0.939
C 3.713 -1.732 -2.852 -1.039
C 1.639 0.940 -2.514 0.307
C 0.710 2.074 -2.038 -0.234
C 0.687 3.210 -3.057 -1.120
C 2.065 3.891 -3.138 -0.925
C 3.202 2.904 -2.830 -0.365
C 2.836 1.501 -3.311 -1.202
H 4.251 0.817 -1.057 0.715
H 2.317 2.108 0.421 0.050
H 4.041 2.420 0.566 0.649
H 2.480 0.429 2.262 -0.023
H 2.913 2.058 2.766 0.631
H 4.474 0.041 3.460 0.331
H 5.207 1.556 2.962 0.344
H 5.999 -0.780 1.882 0.455
H 5.974 0.689 0.921 0.350
H 3.632 -1.250 1.085 0.324
H 4.864 -1.300 -0.185 0.397
H 1.572 -1.938 -2.544 0.660
H 1.801 -2.918 -0.210 0.150
H 3.536 -2.909 -0.440 0.252
H 1.500 -4.652 -1.822 0.062
H 3.088 -5.046 -1.174 0.458
H 2.378 -3.801 -3.846 0.317
H 3.485 -5.119 -3.497 0.475
H 4.867 -3.157 -3.999 0.519
H 4.949 -3.418 -2.266 0.308
H 3.441 -1.287 -3.811 0.399
H 4.490 -1.108 -2.405 0.243
H 1.059 0.283 -3.171 0.632
H 1.054 2.471 -1.079 -0.093
H -0.294 1.677 -1.888 0.271
H -0.074 3.940 -2.778 0.418
H 0.406 2.804 -4.032 0.388
H 2.111 4.722 -2.433 0.360
H 2.200 4.304 -4.139 0.362
H 3.395 2.881 -1.754 -0.156
H 4.122 3.233 -3.313 0.573
H 3.698 0.837 -3.244 0.313
H 2.562 1.559 -4.367 0.671
```

Calculated values
HOMO (alpha / beta)   -9.06 / -10.70 eV
Multiplicity   5
Net charge   +1
Expectation value of S²   6.115